(1)
A structure of composition C5H10O2. Source: the OMol25 dataset; level of theory: ωB97M-V/def2-TZVPD.

E	-346.93212	a.u.
relative energy (zero: lowest compared OMol25 entry of this formula, charge and spin)	2.539	eV
Kohn-Sham gap	10.61	eV

Last column: natural (NBO) charge in e.
Atoms and positions in Å:
C (0.2759, -1.2371, 0.6887)  -0.101
C (-2.0094, 0.6020, 0.2180)  -0.639
O (-1.0612, -1.6815, 0.4439)  -0.528
C (-1.2844, -0.5472, -0.4473)  0.089
H (-1.7967, -0.9024, -1.3469)  0.183
H (-3.0824, 0.4139, 0.2970)  0.217
H (0.6665, -0.8079, -1.4482)  0.172
H (2.3755, 0.3896, 0.6908)  0.166
H (1.0149, -2.0453, 0.7460)  0.184
H (0.3187, -0.6169, 1.5979)  0.169
H (-1.6093, 0.7852, 1.2190)  0.216
C (2.0934, 0.9675, -0.2038)  -0.251
H (2.4130, 2.0025, -0.0720)  0.198
H (2.6104, 0.5306, -1.0716)  0.167
O (0.6985, 0.9698, -0.3992)  -0.526
C (0.2321, -0.3373, -0.5523)  0.058
H (-1.8554, 1.5143, -0.3599)  0.225

(2)
An isolated molecule of C5H10O2. Source: the OMol25 dataset; level of theory: ωB97M-V/def2-TZVPD.

E	-346.84748	a.u.
relative energy (zero: lowest compared OMol25 entry of this formula, charge and spin)	4.842	eV
Kohn-Sham gap	9.86	eV

Last column: natural (NBO) charge in e.
Atoms and positions in Å:
H (3.3272, 0.6795, 2.0976)  0.214
C (-2.1992, -0.8905, -1.4230)  -0.637
H (-2.0026, -0.2778, -2.3034)  0.218
H (-2.8101, 0.7915, -0.2142)  0.169
H (0.8187, 1.0696, 1.5885)  0.216
H (-1.4868, -1.7186, -1.3926)  0.213
H (1.8167, 0.5474, -1.2613)  0.181
C (1.5617, 0.7629, 0.8593)  -0.221
H (2.4179, -0.8199, 1.9087)  0.219
O (-0.1388, 1.0442, -0.7377)  -0.280
O (-0.8623, 0.2979, 0.2902)  -0.283
C (-2.1453, -0.0779, -0.1523)  -0.075
H (-2.4857, -0.7151, 0.6755)  0.197
C (2.7730, 0.0727, 1.3797)  -0.636
C (1.1829, 0.8044, -0.4115)  0.085
H (-3.2086, -1.3071, -1.4868)  0.212
H (3.4413, -0.2631, 0.5835)  0.210

(3)
A cluster of 2 separate species, C5H10O2 in total. Source: the OMol25 dataset; level of theory: ωB97M-V/def2-TZVPD.

E	-346.85714	a.u.
relative energy (zero: lowest compared OMol25 entry of this formula, charge and spin)	4.579	eV
Kohn-Sham gap (alpha / beta)	7.43 / 8.07	eV

Last column: natural (NBO) charge in e.
Atoms and positions in Å:
H (-0.9590, -1.5658, 1.0120)  0.009
H (-1.1456, 0.8167, 1.6799)  0.217
H (-1.3806, -0.6444, -2.2838)  0.115
H (-0.3068, -1.6566, 1.3736)  -0.024
C (-1.3040, 1.2568, 0.6845)  -0.700
C (2.5311, -0.6685, -0.0601)  -0.686
H (2.9658, -1.1638, 0.8142)  0.231
H (-2.3608, 1.5149, 0.5840)  0.266
O (-3.0207, 0.3356, -1.5747)  -0.583
C (-0.9709, 0.3379, -0.4260)  0.137
H (-0.7088, 2.1831, 0.6366)  0.218
C (-1.8488, -0.0097, -1.5011)  0.311
C (1.2273, -0.0467, 0.2851)  0.179
O (0.2716, -0.1371, -0.5637)  -0.334
H (1.0601, 0.5173, 1.1972)  0.177
H (2.4006, -1.4070, -0.8549)  0.236
H (3.2558, 0.0820, -0.4020)  0.230

(4)
An isolated molecule of C5H10O2. Source: the OMol25 dataset; level of theory: ωB97M-V/def2-TZVPD.

E	-346.97760	a.u.
relative energy (zero: lowest compared OMol25 entry of this formula, charge and spin)	1.302	eV
Kohn-Sham gap	10.92	eV

Last column: natural (NBO) charge in e.
Atoms and positions in Å:
H (1.4137, 1.0685, -1.0829)  0.224
C (1.2820, 0.7945, -0.0273)  -0.538
C (-2.3762, -0.5471, -0.2348)  -0.607
O (0.4007, -1.4250, -0.5060)  -0.724
C (-1.1655, 0.3501, -0.4856)  -0.406
H (-1.3515, 1.3546, -0.0834)  0.200
H (1.1520, -1.8261, -0.0512)  0.474
C (2.5563, 0.3879, 0.6846)  0.443
H (1.0238, 1.7036, 0.5253)  0.240
H (-2.5851, -0.6390, 0.8376)  0.201
C (0.1203, -0.1918, 0.1334)  0.102
H (3.5155, 0.7919, 0.2777)  0.116
O (2.5285, -0.2466, 1.7141)  -0.533
H (-0.0366, -0.3473, 1.2108)  0.173
H (-3.2730, -0.1403, -0.7151)  0.209
H (-2.1993, -1.5509, -0.6310)  0.221
H (-1.0056, 0.4630, -1.5662)  0.203

(5)
A cluster of 2 separate species, C5H10O2 in total. Source: the OMol25 dataset; level of theory: ωB97M-V/def2-TZVPD.

E	-346.93769	a.u.
relative energy (zero: lowest compared OMol25 entry of this formula, charge and spin)	2.388	eV
Kohn-Sham gap	10.49	eV

Last column: natural (NBO) charge in e.
Atoms and positions in Å:
O (1.9924, 0.3392, 0.8915)  -0.725
C (0.4629, -1.4043, 0.4164)  -0.214
H (2.5524, -1.4444, -0.0140)  0.172
C (-0.4932, -1.8040, -0.4147)  -0.379
C (1.7234, -0.7181, -0.0161)  -0.104
C (-1.9818, 0.9556, -0.2826)  0.453
H (-1.1953, 2.8343, 0.3576)  0.235
H (-0.2933, 1.4315, 0.9705)  0.250
H (2.8632, 0.6971, 0.6814)  0.472
O (-2.2411, 0.6083, -1.4109)  -0.537
H (1.6124, -0.3462, -1.0465)  0.167
H (-1.3814, -2.3235, -0.0653)  0.204
C (-0.8199, 1.8297, 0.0978)  -0.732
H (-0.1181, 1.9176, -0.7347)  0.228
H (-0.4414, -1.6050, -1.4828)  0.202
H (-2.6168, 0.6136, 0.5644)  0.102
H (0.3758, -1.5813, 1.4879)  0.205

(6)
An isolated molecule of C5H10O2. Source: the OMol25 dataset; level of theory: ωB97M-V/def2-TZVPD.

E	-346.78645	a.u.
relative energy (zero: lowest compared OMol25 entry of this formula, charge and spin)	6.503	eV
Kohn-Sham gap	7.81	eV

Last column: natural (NBO) charge in e.
Atoms and positions in Å:
H (-1.2042, 1.8046, -1.7114)  0.134
H (0.1005, 1.2092, -2.7706)  0.139
C (0.3472, -0.7252, -0.8276)  -0.077
H (-0.3372, -1.1495, 2.5767)  0.190
H (1.9305, 0.5513, 1.4947)  0.210
H (0.4204, 1.2848, 2.0737)  0.224
O (-1.2765, -0.2462, 0.8948)  -0.518
H (-0.6269, -2.2632, 1.1358)  0.180
C (0.9348, 0.8944, 1.1883)  -0.646
C (-0.4622, -1.2496, 1.5006)  -0.103
H (0.3011, -1.8078, -0.9081)  0.173
H (-1.5600, -0.3357, -1.0744)  0.527
H (1.0237, 1.6872, 0.4430)  0.269
O (-0.7802, -0.3021, -1.6790)  -0.535
C (-0.2648, 1.2509, -1.7382)  -0.600
H (1.2960, -0.3543, -1.2279)  0.241
C (0.1290, -0.2474, 0.6082)  0.192

(7)
An isolated molecule of C5H10O2. Source: the OMol25 dataset; level of theory: ωB97M-V/def2-TZVPD.

E	-346.96467	a.u.
relative energy (zero: lowest compared OMol25 entry of this formula, charge and spin)	1.653	eV
Kohn-Sham gap	9.55	eV

Last column: natural (NBO) charge in e.
Atoms and positions in Å:
H (2.4317, 0.7532, -0.7620)  0.198
C (-1.4302, -0.5769, 0.1269)  -0.327
H (0.4082, -0.4262, 1.2629)  0.212
C (1.8775, 1.4403, -0.1092)  -0.630
H (0.2542, 0.7995, -2.0934)  0.459
O (-1.2695, -2.8361, 0.9160)  -0.678
H (2.2589, 1.3139, 0.9102)  0.212
O (-0.1263, 1.4436, -1.4804)  -0.712
H (2.0853, 2.4632, -0.4356)  0.223
H (0.6294, -0.9612, -0.4001)  0.194
H (-0.3337, -2.6059, 0.9892)  0.474
C (0.3817, 1.1580, -0.1870)  0.107
H (-0.1539, 1.8504, 0.4734)  0.177
C (-1.9562, -1.7568, 0.4497)  0.155
H (-3.0147, -1.9828, 0.3654)  0.184
C (0.0427, -0.2733, 0.2349)  -0.477
H (-2.0851, 0.1970, -0.2607)  0.230

(8)
An isolated molecule of C5H10O2. Source: the OMol25 dataset; level of theory: ωB97M-V/def2-TZVPD.

E	-346.82019	a.u.
relative energy (zero: lowest compared OMol25 entry of this formula, charge and spin)	5.585	eV
Kohn-Sham gap	10.38	eV

Last column: natural (NBO) charge in e.
Atoms and positions in Å:
H (-0.3964, -0.8539, 2.4444)  0.193
H (-0.3225, -1.1883, -1.8208)  0.201
C (-1.1396, 0.7503, -0.4922)  -0.042
H (-2.0337, 0.1421, -0.9640)  0.162
O (0.4136, -1.3221, 0.5410)  -0.548
C (1.3438, -0.7989, -0.3534)  -0.084
C (-0.9509, 0.6559, 0.9846)  -0.479
C (0.1181, -0.3952, 1.5224)  -0.066
O (-0.0848, 0.9385, -1.1164)  -0.522
H (1.3049, -0.4345, -2.3841)  0.210
H (1.9954, 0.2035, 0.0655)  0.189
H (1.1237, 0.1825, 1.8414)  0.165
H (2.1876, -1.6294, -0.7624)  0.178
H (-0.4244, 1.6855, 1.0462)  0.202
H (-1.8515, 0.6066, 1.6303)  0.217
C (0.5011, -0.3237, -1.6483)  -0.135
H (-1.7843, 1.7811, -0.5340)  0.156

(9)
A structure of composition C5H10O2. Source: the OMol25 dataset; level of theory: ωB97M-V/def2-TZVPD.

E	-346.81633	a.u.
relative energy (zero: lowest compared OMol25 entry of this formula, charge and spin)	5.690	eV
Kohn-Sham gap	9.12	eV

Last column: natural (NBO) charge in e.
Atoms and positions in Å:
H (-0.2436, 0.9546, 2.3561)  0.171
C (-0.4945, -0.7944, -0.5188)  -0.068
H (0.0657, -0.1153, -2.5493)  0.205
H (0.0537, -1.1261, 1.5214)  0.248
C (-0.7190, 1.0884, 1.3795)  0.134
H (-1.3481, -1.4592, -0.5522)  0.237
H (-2.0646, 0.7315, -0.1028)  0.204
H (0.7054, -1.6844, -2.0052)  0.181
H (1.8876, 0.9257, 0.6222)  0.183
H (2.3502, -0.7876, 0.5871)  0.175
H (-1.6953, 0.4435, -0.8112)  -0.083
C (0.1922, -0.4939, 0.6494)  -0.379
O (-1.9789, 1.0040, 1.3259)  -0.631
C (1.5947, -0.0644, 0.2436)  -0.076
O (1.5747, 0.0259, -1.1759)  -0.520
H (-0.2094, 1.7863, 0.6879)  0.131
C (0.4480, -0.6593, -1.6813)  -0.114

(10)
A structure of composition C5H10O2. Source: the OMol25 dataset; level of theory: ωB97M-V/def2-TZVPD.

E	-346.76830	a.u.
relative energy (zero: lowest compared OMol25 entry of this formula, charge and spin)	6.997	eV
Kohn-Sham gap	10.89	eV

Last column: natural (NBO) charge in e.
Atoms and positions in Å:
C (0.8283, -1.3035, 1.2959)  -0.572
H (-1.4974, 1.5473, -1.5112)  0.202
H (-0.0214, -1.7120, 2.4021)  0.189
H (-0.4438, -0.7527, -2.4369)  0.196
C (-0.9200, 0.5544, 1.1122)  0.784
C (0.5108, 0.1233, 1.1680)  -0.535
H (0.0144, 1.9737, -0.8040)  0.071
H (1.7742, -1.6364, 1.5079)  0.218
H (1.0428, 0.7081, 2.3399)  0.218
H (0.8152, -0.3714, -1.3190)  0.213
O (-1.7871, 0.6878, 2.0138)  -0.525
H (0.4234, 0.3953, -3.0084)  0.226
H (1.1159, 0.7125, 0.3226)  0.245
C (-0.0048, -0.0554, -2.0650)  -0.620
O (-1.4262, 0.2519, -0.1526)  -0.548
H (0.3972, -1.9734, 0.4124)  0.216
C (-0.8214, 0.8504, -1.2775)  0.021

(11)
A structure of composition C5H10O2. Source: the OMol25 dataset; level of theory: ωB97M-V/def2-TZVPD.

E	-346.81874	a.u.
relative energy (zero: lowest compared OMol25 entry of this formula, charge and spin)	5.624	eV
Kohn-Sham gap	7.75	eV

Last column: natural (NBO) charge in e.
Atoms and positions in Å:
H (0.1140, 0.7535, -0.9115)  0.229
H (1.7699, 1.1692, -1.6243)  0.223
H (-0.6700, -1.4043, 1.9153)  0.199
C (0.6928, 0.1098, 1.1827)  0.174
H (-2.2620, 0.1682, 1.1881)  0.220
C (-0.3820, -0.9381, 0.9661)  0.016
H (1.5786, 0.0264, 1.8006)  0.202
H (0.3789, -1.6197, -0.6454)  0.484
H (0.8631, -0.1350, -2.4023)  0.208
O (0.0046, -2.0137, 0.1553)  -0.707
C (1.2564, 0.2191, -1.4418)  -0.951
H (2.0229, -0.4922, -1.1172)  0.212
C (-1.5185, -0.0372, 0.4086)  -0.478
H (-1.2943, 2.1797, -0.0620)  0.201
O (0.2450, 1.3096, 0.9694)  -0.358
H (-2.0194, -0.5277, -0.4291)  0.237
C (-0.7800, 1.2322, 0.0477)  -0.111

(12)
A cluster of 2 separate species, C5H10O2 in total. Source: the OMol25 dataset; level of theory: ωB97M-V/def2-TZVPD.

E	-346.91835	a.u.
relative energy (zero: lowest compared OMol25 entry of this formula, charge and spin)	2.914	eV
Kohn-Sham gap	9.80	eV

Last column: natural (NBO) charge in e.
Atoms and positions in Å:
C (1.2539, 1.2459, -1.0597)  -0.572
H (-0.6731, -2.4249, 1.0993)  0.184
H (0.5279, -1.6569, 0.0152)  0.190
C (0.4374, -0.0557, 2.2280)  -0.541
O (-1.1635, -0.5100, 0.4871)  -0.525
C (0.4467, 0.9107, -2.0708)  0.161
H (-1.2927, 1.0654, 1.7336)  0.191
C (-0.6612, 0.2020, 1.5288)  0.141
H (2.2726, 1.4415, -1.3545)  0.210
H (1.0757, -0.9101, 2.0298)  0.209
H (0.8654, 0.7402, -3.0560)  0.173
H (-1.2065, 0.7760, -1.1607)  0.490
H (-1.0505, -2.1786, -0.6374)  0.206
H (0.9487, 1.4424, -0.0251)  0.210
O (-0.8964, 0.7515, -2.0756)  -0.684
H (0.7187, 0.6205, 3.0253)  0.219
C (-0.5421, -1.7643, 0.2321)  -0.265